(1)
Entry from OMol25: a 2-piece molecular cluster, C5H11NO overall at a distorted geometry (wB97M-V/def2-TZVPD).

XYZ file:
```
18
C5H11NO wB97M-V/def2-TZVPD
C -2.5422 0.0350 -0.5704
C -1.5852 -0.2988 0.4308
C -0.1496 -0.4999 0.0068
N 0.2177 -0.0330 -1.2112
C 0.6867 -1.2680 0.7807
C 2.2065 -1.4702 0.4866
H -2.0310 0.2686 -1.5279
H -3.5146 0.4900 -0.1721
H -1.8662 -0.7611 1.3889
H 0.0768 -0.4892 -2.0527
H 0.0969 0.8793 -1.4308
H 0.1151 -1.7447 1.6527
H 2.5826 -1.8433 1.3451
H 2.5110 -0.4805 0.2887
H 2.3494 -1.9452 -0.5041
O 0.5656 2.7112 0.1811
H 0.7221 1.8735 0.5173
H 1.2112 3.3051 0.7183
```

Output
Kohn-Sham gap = 9.016 eV
Structure (SMILES) = C=C/C(N)=C/C.O
HOMO energy = -8.274 eV
Net charge = 0
ΔE to the lowest compared entry with this formula, charge and spin = 351.1 kJ/mol
2S+1 = 1

***

(2)
Entry from OMol25: one molecule with the formula C5H11NO (wB97M-V/def2-TZVPD).

XYZ file:
```
18
C5H11NO wB97M-V/def2-TZVPD
C 2.4278 0.5427 -0.3140
N 1.6314 -0.6935 -0.2402
C 0.5454 -0.3364 0.5984
O 0.6611 -0.2631 1.8005
C -0.7286 0.0024 -0.1532
C -1.4522 -1.3438 -0.2304
C -1.5576 1.0956 0.5042
H 1.7682 1.3609 -0.0075
H 2.8051 0.7199 -1.3289
H 3.2292 0.4977 0.4208
H 1.3012 -0.9429 -1.1675
H -0.4488 0.3292 -1.1654
H -1.6902 -1.6781 0.7842
H -0.8262 -2.1146 -0.6972
H -2.3803 -1.2861 -0.7989
H -2.5104 1.2074 -0.0277
H -1.7499 0.8496 1.5516
H -1.0254 2.0532 0.4711
```

Output
Kohn-Sham gap = 10.391 eV
Structure (SMILES) = CNC(=O)C(C)C
HOMO energy = -9.514 eV
Net charge = 0
ΔE to the lowest compared entry with this formula, charge and spin = 96.1 kJ/mol
2S+1 = 1

***

(3)
Entry from OMol25: a 2-piece molecular cluster, C5H11NO overall at a distorted geometry (wB97M-V/def2-TZVPD).

XYZ file:
```
18
C5H11NO wB97M-V/def2-TZVPD
C 2.6124 -0.6080 -0.7683
C -1.9089 0.5243 0.6850
C -1.2751 -1.5969 -0.6544
C -0.9136 -0.6381 0.4213
C 0.4546 -0.0941 0.3919
N 1.4860 -0.5165 -0.1019
O 1.4999 3.0846 0.5705
H 3.4984 -1.1085 -0.4079
H 2.7077 -0.0280 -1.6985
H -2.9072 0.1544 0.6592
H -1.8238 0.9257 1.6367
H -2.0217 1.3241 -0.1219
H -0.6057 -2.5155 -0.4416
H -2.2344 -2.0869 -0.5110
H -1.4094 -1.0987 -1.6841
H -0.9876 -1.2412 1.4155
H 1.9440 3.2149 -0.3401
H 1.8845 2.3045 0.9496
```

Output
Kohn-Sham gap = 8.276 eV
HOMO energy = -7.639 eV
Net charge = 0
ΔE to the lowest compared entry with this formula, charge and spin = 402.3 kJ/mol
2S+1 = 1

***

(4)
Entry from OMol25: one molecule with the formula C5H11NO (wB97M-V/def2-TZVPD).

XYZ file:
```
18
C5H11NO wB97M-V/def2-TZVPD
C 1.0102 1.9324 0.4625
C 0.6794 0.6709 1.2354
C -0.7494 0.1861 1.4518
N 0.1480 -0.4433 0.5749
C 0.3146 -1.4104 -0.4636
C -0.5873 -1.1779 -1.6726
O -1.9518 -1.3549 -1.3515
H 1.7763 1.7083 -0.2893
H 1.4076 2.7174 1.1165
H 0.1346 2.3257 -0.0637
H 1.3698 0.4700 2.0621
H -1.5593 0.8229 1.0696
H -1.0116 -0.3368 2.3787
H 1.3646 -1.3793 -0.7779
H 0.1229 -2.4211 -0.0719
H -0.3945 -0.1694 -2.0728
H -0.3669 -1.9066 -2.4617
H -2.1563 -0.7516 -0.6248
```

Output
Kohn-Sham gap = 9.237 eV
Structure (SMILES) = C[C@H]1CN1CCO
HOMO energy = -8.223 eV
Net charge = 0
ΔE to the lowest compared entry with this formula, charge and spin = 275.6 kJ/mol
2S+1 = 1

***

(5)
Entry from OMol25: a 2-piece molecular cluster, C5H11NO overall at a distorted geometry (wB97M-V/def2-TZVPD).

XYZ file:
```
18
C5H11NO wB97M-V/def2-TZVPD
C 1.6769 -1.1681 -3.4026
C 1.1157 -0.2564 -2.3455
C 0.6392 -0.6339 -1.1608
C 0.2648 0.2565 -0.0698
C 0.2295 -0.1100 1.2076
N -0.1602 0.6148 2.3586
H 2.7205 -0.8963 -3.5733
H 1.1539 -1.1204 -4.3657
H 1.5791 -2.2018 -3.0967
H 0.9906 0.7869 -2.6296
H 0.5029 -1.6847 -0.8981
H 0.0906 1.3176 -0.2765
H 0.4339 -1.1533 1.4693
H 0.5400 0.5060 3.0848
H 0.0173 1.6071 2.1807
O -3.0800 0.9571 2.6828
H -3.0274 1.7427 2.1385
H -2.2273 0.5355 2.5513
```

Output
Kohn-Sham gap = 9.079 eV
Structure (SMILES) = C/C=C/C=C/N.O
HOMO energy = -8.218 eV
Net charge = 0
ΔE to the lowest compared entry with this formula, charge and spin = 177.6 kJ/mol
2S+1 = 1

***

(6)
Entry from OMol25: one molecule with the formula C5H11NO at a distorted geometry (wB97M-V/def2-TZVPD).

XYZ file:
```
18
C5H11NO wB97M-V/def2-TZVPD
N -1.8484 -1.0826 -0.7474
C -0.3897 -1.3146 -0.7622
C 0.3419 -1.0196 0.5466
C 0.0821 0.3555 1.1665
C 0.0923 1.5398 0.2180
C 1.3450 1.5298 -0.6710
O 2.4102 1.0398 -0.3926
H -2.2393 -1.5186 0.0836
H -2.1302 -0.1129 -0.6779
H 0.1323 -0.7881 -1.5701
H -0.2984 -2.3697 -1.0446
H 1.4015 -1.2058 0.3186
H 0.1734 -1.8306 1.2587
H 0.9529 0.5594 1.8055
H -0.8747 0.2005 1.6662
H -0.7005 1.3154 -0.5108
H 0.1900 2.4514 0.8142
H 1.3597 2.2508 -1.5015
```

Output
Kohn-Sham gap = 10.245 eV
Structure (SMILES) = NCCCCC=O
HOMO energy = -9.349 eV
Net charge = 0
ΔE to the lowest compared entry with this formula, charge and spin = 176.0 kJ/mol
2S+1 = 1

***

(7)
Entry from OMol25: one molecule with the formula C5H11NO at a distorted geometry (wB97M-V/def2-TZVPD).

XYZ file:
```
18
C5H11NO wB97M-V/def2-TZVPD
C -1.3687 -0.1311 -1.9195
N 0.0370 -0.2836 -1.5814
C 0.6301 0.0851 -0.4025
O 1.8232 0.3109 -0.3754
C -0.2697 0.1913 0.8197
C -0.8957 -1.0674 1.3904
C 0.5575 0.8771 1.9222
H -1.4762 0.4555 -2.8345
H -1.9586 0.3495 -1.1613
H -1.8585 -1.1003 -2.0536
H 0.6261 -0.3966 -2.3881
H -1.0860 0.8740 0.5637
H -0.1435 -1.7975 1.7049
H -1.5041 -0.8685 2.2558
H -1.4966 -1.5962 0.6565
H -0.1970 1.1136 2.6864
H 0.9335 1.8455 1.6272
H 1.3255 0.2867 2.4070
```

Output
Kohn-Sham gap = 10.348 eV
Structure (SMILES) = CNC(=O)C(C)C
HOMO energy = -9.458 eV
Net charge = 0
ΔE to the lowest compared entry with this formula, charge and spin = 48.9 kJ/mol
2S+1 = 1

***

(8)
Entry from OMol25: a 2-piece molecular cluster, C5H11NO overall at a distorted geometry (wB97M-V/def2-TZVPD).

XYZ file:
```
18
C5H11NO wB97M-V/def2-TZVPD
C 1.2514 1.2012 1.7810
C 0.1064 0.7256 1.2261
C -0.6236 1.6682 0.2282
N -0.4103 1.0832 -1.0930
C -0.7867 -0.2272 -1.3136
C -0.3765 -1.0539 -2.2836
H 2.0330 0.4818 1.9958
H 1.3028 2.2037 2.2016
H -0.3924 -0.1615 1.6062
H -0.1852 2.6512 0.2830
H -1.7034 1.5768 0.4085
H -0.2529 1.6447 -1.9108
H -1.2224 -0.5700 -0.3701
H 0.5456 -0.7503 -2.7696
H -0.8349 -1.9996 -2.5098
O 0.5510 -3.2777 0.8002
H 0.6389 -2.5263 0.1892
H 0.3593 -2.6700 1.5308
```

Output
Kohn-Sham gap = 8.632 eV
Structure (SMILES) = C=CCNC=C.O
HOMO energy = -8.007 eV
Net charge = 0
ΔE to the lowest compared entry with this formula, charge and spin = 412.3 kJ/mol
2S+1 = 1

***

(9)
Entry from OMol25: a 2-piece molecular cluster, C5H11NO overall at a distorted geometry (wB97M-V/def2-TZVPD).

XYZ file:
```
18
C5H11NO wB97M-V/def2-TZVPD
C -0.8621 1.7635 0.5453
C -1.6829 0.8584 1.0867
C -1.1226 -0.3965 1.6284
C -0.3506 -1.2064 0.9142
C 0.7606 -2.0971 1.5126
N 0.2619 -3.4912 1.6861
H -1.3199 2.5381 -0.0657
H 0.1720 1.9375 0.8043
H -2.7417 1.0816 1.1788
H -1.3808 -0.5564 2.6762
H -0.2394 -0.9853 -0.1418
H 1.6351 -2.0724 0.8825
H 0.8478 -1.6070 2.4763
H 1.0671 -4.1064 1.6020
H 0.0486 -3.6237 2.6721
O 2.1021 3.9971 -5.8453
H 1.3238 4.3924 -5.4434
H 1.8099 3.1590 -6.2351
```

Output
Kohn-Sham gap = 9.919 eV
Structure (SMILES) = C=C/C=C/CN.O
HOMO energy = -9.037 eV
Net charge = 0
ΔE to the lowest compared entry with this formula, charge and spin = 304.6 kJ/mol
2S+1 = 1

***

(10)
Entry from OMol25: one molecule with the formula C5H11NO (wB97M-V/def2-TZVPD).

XYZ file:
```
18
C5H11NO wB97M-V/def2-TZVPD
C 1.7317 0.3889 -1.3372
C 0.9706 -0.4778 -0.3664
C 1.3491 -0.5823 1.0648
N 0.2085 0.2181 0.6577
C -1.1157 -0.3079 0.9619
C -2.0844 0.1765 -0.1079
O -2.0707 1.5799 -0.2152
H 1.0626 0.7827 -2.1111
H 2.5336 -0.1713 -1.8295
H 2.1757 1.2391 -0.8096
H 0.4993 -1.3663 -0.7948
H 2.2105 -0.0374 1.4461
H 1.1441 -1.5270 1.5701
H -1.1311 -1.4113 1.0157
H -1.4168 0.0859 1.9397
H -1.8223 -0.3004 -1.0688
H -3.1072 -0.1252 0.1404
H -1.1376 1.8358 -0.1558
```

Output
Kohn-Sham gap = 10.620 eV
Structure (SMILES) = C[C@H]1CN1CCO
HOMO energy = -9.494 eV
Net charge = 0
ΔE to the lowest compared entry with this formula, charge and spin = 188.8 kJ/mol
2S+1 = 1

***

(11)
Entry from OMol25: one molecule with the formula C5H11NO at a distorted geometry (wB97M-V/def2-TZVPD).

XYZ file:
```
18
C5H11NO wB97M-V/def2-TZVPD
C -0.0893 -2.6217 0.2870
C -1.0979 -1.6414 -0.3198
C -0.9650 -0.1974 0.2231
C 0.2831 0.5694 -0.2744
N 0.1722 0.9074 -1.7210
C 0.6168 1.7603 0.5650
O 1.3288 1.6808 1.5316
H 0.6122 -2.0959 0.9501
H 0.5221 -3.0493 -0.4957
H -0.5450 -3.3562 0.9407
H -0.8663 -1.4640 -1.3761
H -2.1302 -1.9605 -0.2453
H -0.9143 -0.2194 1.3161
H -1.8741 0.3705 -0.0075
H 1.0323 -0.2206 -0.2586
H -0.5853 0.3626 -2.1279
H -0.1427 1.8597 -1.8891
H 0.1840 2.7226 0.2424
```

Output
Kohn-Sham gap = 10.693 eV
Structure (SMILES) = CCC[C@@H](N)C=O
HOMO energy = -9.667 eV
Net charge = 0
ΔE to the lowest compared entry with this formula, charge and spin = 150.0 kJ/mol
2S+1 = 1

***

(12)
Entry from OMol25: one molecule with the formula C5H11NO at a distorted geometry (wB97M-V/def2-TZVPD).

XYZ file:
```
18
C5H11NO wB97M-V/def2-TZVPD
C 1.0270 1.8852 2.0297
C 0.6106 0.6388 1.8908
C 1.3462 -0.3678 1.0451
C 0.4454 -0.8914 -0.1081
N -0.5139 0.1176 -0.5568
C -0.8980 -0.0934 -1.9268
O -1.8694 -1.1381 -1.9689
H 0.4122 2.5776 2.5965
H 2.0572 2.2137 2.0109
H -0.3893 0.3713 2.2116
H 1.6881 -1.2424 1.5950
H 2.1427 0.1944 0.5502
H -0.0826 -1.7182 0.3489
H 0.9975 -1.3953 -0.9037
H 0.0191 0.9886 -0.5832
H -1.3067 0.7809 -2.4277
H -0.0566 -0.4786 -2.5182
H -2.1778 -1.2648 -1.0607
```

Output
Kohn-Sham gap = 10.547 eV
Structure (SMILES) = C=CCCNCO
HOMO energy = -9.520 eV
Net charge = 0
ΔE to the lowest compared entry with this formula, charge and spin = 222.8 kJ/mol
2S+1 = 1

***

(13)
Entry from OMol25: one molecule with the formula C5H11NO at a distorted geometry (wB97M-V/def2-TZVPD).

XYZ file:
```
18
C5H11NO wB97M-V/def2-TZVPD
C 1.6499 0.4783 -1.3691
C 0.9843 -0.5141 -0.4465
C 1.4007 -0.6801 0.9737
N 0.2216 0.0658 0.6343
C -1.1117 -0.3751 1.0016
C -2.0717 -0.0815 -0.0705
O -1.9165 1.5946 0.2046
H 0.9210 0.9052 -2.0690
H 2.4500 0.0052 -1.9465
H 2.0799 1.3041 -0.7908
H 0.5624 -1.4007 -0.9256
H 2.2154 -0.0846 1.3805
H 1.2875 -1.6706 1.4177
H -1.1832 -1.3587 1.5037
H -1.5685 0.7069 1.3760
H -1.8958 -0.2110 -1.1382
H -3.0700 -0.4837 0.2083
H -0.9552 1.8001 0.0558
```

Output
Kohn-Sham gap = 9.664 eV
Structure (SMILES) = C[C@H]1CN1CCO
HOMO energy = -8.586 eV
Net charge = 0
ΔE to the lowest compared entry with this formula, charge and spin = 463.6 kJ/mol
2S+1 = 1